No. 1
The following is a quantum chemistry calculation of a cluster of 6 separate species, C7H9Br2Cl15 in total, from the OMol25 dataset.

```
! RIJCOSX wB97M-V def2-TZVPD def2/J DEFGRID3
* xyz 0 1
Br 15.26639 -15.18542 8.52221
Br 18.55423 -16.26674 5.50014
Cl 19.54727 -13.13879 3.89398
Cl 20.94107 -19.42813 4.55000
Cl 19.08783 -21.46762 5.62696
Cl 16.22314 -12.73011 4.50866
Cl 15.31161 -19.74873 5.42725
Cl 21.66621 -17.07065 6.88795
Cl 20.56028 -10.64548 5.00377
Cl 20.15357 -12.93695 6.76306
Cl 16.93192 -19.22260 7.78942
Cl 20.12521 -18.89320 8.50101
Cl 16.08166 -11.90734 1.72823
Cl 20.32674 -16.04081 9.24252
Cl 18.39061 -19.84782 3.33104
Cl 14.86418 -10.26577 3.83770
Cl 14.09560 -18.46493 7.79215
C 17.58481 -15.74595 7.13375
C 21.14919 -17.43768 8.53000
C 19.28408 -19.87105 4.87447
C 16.11109 -15.71542 6.84396
C 16.16734 -11.32864 3.41439
C 15.26847 -19.61666 7.17991
C 20.59309 -12.41220 5.10639
H 15.05782 -20.57753 7.62853
H 15.69457 -16.66579 6.52727
H 21.99125 -17.65709 9.17220
H 17.96194 -14.78462 7.46864
H 18.90034 -19.11853 5.55441
H 21.61859 -12.70844 4.93508
H 15.81860 -15.00007 6.07988
H 17.12154 -10.82322 3.49627
H 17.79849 -16.46848 7.91372
*
```

Summary:
Energy above the lowest of the compared OMol25 structures with the same formula, charge and spin in kcal/mol: 0.00
SMILES: ClC(Cl)Cl.ClC(Cl)Cl.ClC(Cl)Cl.ClC(Cl)Cl.ClC(Cl)Cl.BrCCBr
Kohn-Sham gap in Ha: 0.389

---

No. 2
The following is a quantum chemistry calculation of a structure of composition C7H9BrINO, from the OMol25 dataset.

```
! RIJCOSX wB97M-V def2-TZVPD def2/J DEFGRID3
* xyz 0 1
I -2.43171 2.61094 5.63348
Br 1.18358 2.24523 3.65698
O -1.57700 1.06568 3.55996
N -1.40664 0.31404 2.34594
C 0.58907 -1.30189 0.46909
C -2.62323 0.98327 4.23648
C -1.42810 0.07113 -0.29252
C -0.02585 0.05589 0.35156
C 0.85684 0.86098 2.62914
C -0.22080 0.53856 1.85532
C 0.98171 0.95190 -0.26666
H 0.68207 2.01320 -0.49576
H -1.81347 1.00709 -0.83462
H 1.55882 -1.23055 0.90553
H 0.51746 -1.83154 -0.55981
H 1.82219 1.19244 0.43468
H 1.42337 0.62010 -1.20964
H -2.07724 -0.33652 0.35047
H -1.42724 -0.65511 -1.18273
H 0.23456 -2.03281 1.11568
*
```

Summary:
Energy above the lowest of the compared OMol25 structures with the same formula, charge and spin in kcal/mol: 138.99
Kohn-Sham gap (alpha / beta) in Ha: 0.254 / 0.248

---

No. 3
The following is a quantum chemistry calculation of an isolated molecule of C7H9BrN2, from the OMol25 dataset.

```
! RIJCOSX wB97M-V def2-TZVPD def2/J DEFGRID3
* xyz 0 1
Br 4.14535 0.58993 -0.24321
N 1.93709 -0.93904 0.18766
N -0.29968 -0.36528 0.72754
C -2.80870 1.02218 -0.61144
C -2.19235 1.18957 0.76842
C -1.91988 2.18324 -0.34494
C 2.34653 0.29761 0.32928
C 2.69116 -2.06573 -0.34549
C -1.10887 0.37533 1.22827
C 0.60843 -1.23983 0.53614
H -2.42829 0.22686 -1.23408
H 2.17866 -3.00405 -0.14306
H -3.87078 1.18965 -0.70223
H 3.68182 -2.09810 0.10875
H -0.93053 2.17915 -0.77477
H -2.84928 1.52932 1.55611
H 2.81547 -1.95145 -1.42411
H -2.35151 3.16599 -0.23261
H 0.35538 -2.28533 0.61376
*
```

Summary:
Energy above the lowest of the compared OMol25 structures with the same formula, charge and spin in kcal/mol: 103.67
Kohn-Sham gap (alpha / beta) in Ha: 0.290 / 0.290

---

No. 4
The following is a quantum chemistry calculation of a structure of composition C7H9Cl2IrLaNO4, from the OMol25 dataset.

```
! RIJCOSX wB97M-V def2-TZVPD def2/J DEFGRID3
* xyz 4 5
Ir 1.12065 0.42580 1.35189
La -1.75127 -0.71394 -2.58153
Cl -2.97945 -2.75221 -1.69350
Cl -2.38080 1.80575 -1.99068
O 0.70207 1.15977 -4.74810
O 0.86600 -2.32928 -4.60712
O 0.33168 -1.11887 2.10124
O 2.25669 2.41240 -0.53845
N -1.11073 -1.82088 3.56935
C -0.32827 -3.05324 3.52713
C 0.01731 -1.88725 -3.94365
C -0.05274 0.65690 -4.00225
C 1.86046 1.71670 0.32078
C -1.60863 0.35690 2.51740
C -0.77548 -0.84938 2.72565
C -2.04578 -1.61980 4.64831
H -0.64132 -3.65728 4.37943
H -2.43776 0.13713 1.82948
H 0.74867 -2.84708 3.59566
H -3.07244 -1.54859 4.28154
H -1.79757 -0.69975 5.19362
H -1.95014 -2.47090 5.32058
H -0.53877 -3.60570 2.60048
H -2.03087 0.69807 3.46134
H -1.05371 1.19852 2.07699
*
```

Summary:
Energy above the lowest of the compared OMol25 structures with the same formula, charge and spin in kcal/mol: 38.89
Expectation value of S²: 6.0431
Kohn-Sham gap (alpha / beta) in Ha: 0.319 / 0.155

---

No. 5
The following is a quantum chemistry calculation of a cluster of 2 separate species, C7H9Cl2N4O in total, from the OMol25 dataset.

```
! RIJCOSX wB97M-V def2-TZVPD def2/J DEFGRID3
* xyz -1 3
Cl 1.16712 0.39763 -2.44255
Cl 0.73106 -3.72244 0.44186
O -3.70131 -0.97628 -0.54653
N -1.46515 1.54615 0.36292
N -1.59874 0.29885 -0.11445
N -2.57976 1.90963 0.84549
N -3.60004 1.09089 0.53722
C -3.22713 0.01695 -0.07329
C 2.86324 1.22418 -0.01290
C -0.62372 -0.45077 -0.64054
C 0.72915 0.19669 -0.80170
C 0.97827 0.47313 1.60621
C -0.77973 -1.71774 -1.18577
C 1.47450 0.70567 0.19107
H 0.29873 1.28801 1.95871
H -0.44634 -2.52656 -0.35146
H 1.88383 0.50458 2.14524
H 3.39915 0.53710 0.70721
H 3.21852 1.17910 -1.01432
H -0.10416 -1.94770 -1.95595
H 2.74758 2.28130 0.38903
H 0.42935 -0.42780 1.44629
H -1.79440 -1.88056 -1.49180
*
```

Summary:
Energy above the lowest of the compared OMol25 structures with the same formula, charge and spin in kcal/mol: 0.00
Expectation value of S²: 2.0160
Kohn-Sham gap (alpha / beta) in Ha: 0.203 / 0.138

---

No. 6
The following is a quantum chemistry calculation of the ion C7H9ClF2N with charge +1, from the OMol25 dataset.

```
! RIJCOSX wB97M-V def2-TZVPD def2/J DEFGRID3
* xyz 1 3
Cl -3.02369 2.19252 -0.96885
F 1.11810 0.64573 -3.68980
F -1.80461 0.53517 -3.84506
N 1.08239 -0.10162 0.99016
C -1.14711 0.30831 0.06830
C -2.05645 0.78684 -1.01449
C -1.04244 0.64737 -2.79472
C -2.32322 -0.52932 -0.39929
C 0.27266 -0.11251 -0.27942
C 0.95403 0.79171 -1.31020
C 0.26014 0.69599 -2.64581
H 0.26786 -1.13897 -0.66065
H 1.98704 0.47353 -1.47805
H 0.96034 1.83409 -0.97853
H 0.70780 -0.78617 1.66120
H -2.12167 -1.41546 -0.98369
H -1.25544 0.80617 1.02604
H -3.17566 -0.62671 0.25800
H 1.03057 0.83489 1.41388
H 2.07016 -0.31626 0.80073
*
```

Summary:
Expectation value of S²: 2.0067
Kohn-Sham gap (alpha / beta) in Ha: 0.167 / 0.218

---

E per entry: -12323.01341 -3273.51469 -2955.46730 -1682.25612 -1486.62584 -986.25752 hartree
Max |F| per entry: 0.97 5.55 1.16 9.57 6.85 3.98 eV/A